Molecular formula: C5H11NO2
Method: DFT, the ωB97M-V functional and the def2-TZVPD basis

```
! RIJCOSX wB97M-V def2-TZVPD def2/J DEFGRID3
* xyz 1 2
O -3.321 -0.879 0.540
C -2.419 -0.188 0.257
C -0.990 -0.172 0.902
C 0.048 -0.497 -0.198
C 0.556 0.787 -0.886
C 2.059 0.827 -1.263
O 2.911 0.548 -0.170
N -0.882 -1.066 1.982
H -2.582 0.555 -0.554
H -0.852 0.855 1.257
H 0.892 -0.974 0.292
H -0.306 -1.096 -1.036
H -0.037 0.966 -1.786
H 0.433 1.685 -0.267
H 2.173 1.756 -1.813
H 2.269 0.032 -1.985
H 2.589 -0.245 0.262
H -1.518 -0.855 2.752
H -1.023 -2.038 1.712
*
```

Computed properties:
expectation value of S²: 0.756
highest occupied orbital energy (spin up / spin down): -13.8 / -13.8 eV
LUMO (spin up / spin down): -4.56 / -9.14 eV
Kohn-Sham gap (spin up / spin down): 0.339 / 0.170 Eh
ΔE to the lowest compared entry with this formula, charge and spin: 52.9 kcal per mole
energy: -401.9707 Ha

=====

Molecular formula: C5H11NO2Si
Method: DFT, the ωB97M-V functional and the def2-TZVPD basis

```
! RIJCOSX wB97M-V def2-TZVPD def2/J DEFGRID3
* xyz 0 1
C -1.799 0.213 1.239
Si -0.971 0.894 -0.341
O -1.297 2.530 -0.364
O -1.695 0.245 -1.667
C 0.898 0.761 -0.366
C 1.385 -0.607 -0.874
C 1.977 -1.467 0.246
C 0.977 -1.835 1.149
N 0.078 -2.121 1.849
H -1.877 -0.889 1.189
H -2.789 0.726 1.302
H -1.258 0.560 2.123
H -1.358 2.883 -1.267
H -2.676 0.305 -1.603
H 1.204 0.916 0.680
H 1.175 1.648 -0.970
H 2.195 -0.404 -1.602
H 0.580 -1.115 -1.407
H 2.529 -2.342 -0.149
H 2.722 -0.902 0.833
*
```

Computed properties:
highest occupied orbital energy: -9.9 eV
LUMO: 0.56 eV
Kohn-Sham gap: 0.386 Eh
ΔE to the lowest compared entry with this formula, charge and spin: 0.0 kcal per mole
SMILES: C[Si](O)(O)CCCC#N
energy: -691.9441 Ha

=====

Molecular formula: C5H11NO3S
Method: DFT, the ωB97M-V functional and the def2-TZVPD basis

```
! RIJCOSX wB97M-V def2-TZVPD def2/J DEFGRID3
* xyz 0 3
C -0.800 -0.952 -0.400
C -1.737 1.229 -0.942
C -1.944 0.525 1.425
C 2.754 -1.441 -0.281
C -1.429 0.257 0.055
N 1.955 -0.590 0.623
O -0.472 -1.979 0.146
O 1.606 0.914 -1.316
O 1.037 1.692 0.981
S 1.127 0.590 -0.011
H -0.688 -0.809 -1.516
H -1.475 2.248 -0.762
H -2.780 1.424 -1.114
H -1.226 1.075 -1.978
H -2.921 0.864 1.398
H -1.307 1.327 1.808
H -1.888 -0.288 2.193
H 2.108 -2.228 -0.691
H 3.198 -0.873 -1.132
H 3.529 -1.938 0.253
H 1.353 -1.047 1.262
*
```

Computed properties:
expectation value of S²: 2.016
highest occupied orbital energy (spin up / spin down): -7.4 / -10.2 eV
LUMO (spin up / spin down): 0.80 / -2.65 eV
Kohn-Sham gap (spin up / spin down): 0.301 / 0.277 Eh
ΔE to the lowest compared entry with this formula, charge and spin: 0.0 kcal per mole
energy: -875.6030 Ha

=====

Molecular formula: C5H11NO4
Method: DFT, the ωB97M-V functional and the def2-TZVPD basis

```
! RIJCOSX wB97M-V def2-TZVPD def2/J DEFGRID3
* xyz 0 1
C 1.694 1.045 0.347
C 1.191 -0.350 0.039
N 1.601 -0.925 -1.096
O 2.693 1.517 -0.534
O 0.682 -1.058 0.978
H 3.549 1.156 -0.268
H 1.175 -1.817 -1.325
H 1.865 -0.326 -1.860
H 2.047 1.039 1.386
H 0.871 1.756 0.289
C -1.439 0.013 -0.629
C -1.927 1.053 0.359
C -0.969 -1.540 0.165
O -1.766 -1.686 1.233
O -0.721 -2.458 -0.583
H -1.263 -1.596 2.054
H -2.266 -0.403 -1.209
H -0.778 0.437 -1.387
H -2.964 1.379 0.250
H -1.889 0.760 1.409
H -1.385 2.004 0.381
*
```

Computed properties:
highest occupied orbital energy: -8.9 eV
LUMO: 0.43 eV
Kohn-Sham gap: 0.344 Eh
ΔE to the lowest compared entry with this formula, charge and spin: 61.9 kcal per mole
energy: -552.7802 Ha

=====

Molecular formula: C5H11NO4SV
Method: DFT, the ωB97M-V functional and the def2-TZVPD basis

```
! RIJCOSX wB97M-V def2-TZVPD def2/J DEFGRID3
* xyz 1 1
C 2.569 -1.149 0.238
N 1.336 -0.624 -0.347
C 1.468 0.720 -0.886
C 0.857 1.759 0.168
S 1.757 3.346 -0.096
O -0.508 1.997 -0.061
C -1.317 1.181 0.706
C -2.148 0.162 -0.090
O -1.406 1.249 1.855
H 3.242 -1.449 -0.582
H 3.065 -0.434 0.926
H 2.341 -2.075 0.788
H 0.570 -0.687 0.317
H 2.512 1.011 -1.063
H 0.937 0.794 -1.851
H 1.061 1.351 1.172
H 2.928 3.082 0.552
H -3.163 0.589 -0.199
H -2.264 -0.791 0.464
H -1.762 0.016 -1.108
O -2.767 -2.551 -1.096
V -4.031 -3.323 -0.275
O -5.277 -4.173 0.468
*
```

Computed properties:
highest occupied orbital energy: -11.8 eV
LUMO: -9.68 eV
Kohn-Sham gap: 0.078 Eh
energy: -1894.4497 Ha

=====

Molecular formula: C5H11NOS
Method: DFT, the ωB97M-V functional and the def2-TZVPD basis

```
! RIJCOSX wB97M-V def2-TZVPD def2/J DEFGRID3
* xyz 0 1
C 2.480 1.369 0.143
N 1.594 0.523 0.552
S 1.348 -0.964 -0.230
C -0.255 -1.493 0.307
O -1.372 -1.066 -0.429
C -1.851 0.276 -0.252
C -1.069 1.287 -1.145
C -1.905 0.754 1.193
H 3.211 1.137 -0.666
H 2.519 2.299 0.767
H -0.293 -2.573 0.311
H -0.335 -1.225 1.396
H -2.920 0.177 -0.584
H -0.413 0.818 -1.865
H -1.727 1.939 -1.716
H -0.427 1.894 -0.500
H -2.618 0.126 1.824
H -0.872 0.768 1.569
H -2.276 1.778 1.240
*
```

Computed properties:
highest occupied orbital energy: -8.8 eV
LUMO: 0.84 eV
Kohn-Sham gap: 0.356 Eh
ΔE to the lowest compared entry with this formula, charge and spin: 60.6 kcal per mole
SMILES: C=NSCOC(C)C
energy: -725.2283 Ha

=====

Molecular formula: C5H11NOS
Method: DFT, the ωB97M-V functional and the def2-TZVPD basis

```
! RIJCOSX wB97M-V def2-TZVPD def2/J DEFGRID3
* xyz 0 1
O 0.989 2.798 1.076
C 1.195 1.585 0.770
N 0.115 0.713 0.992
C 0.009 -0.403 -0.013
C -1.316 -1.119 0.049
C -1.703 0.095 -0.683
S 1.405 1.469 -2.223
C 0.996 -1.544 0.544
H 1.958 1.172 0.060
H -0.873 1.183 1.329
H 0.483 -0.114 -0.985
H -1.427 -2.179 -0.342
H -1.586 -1.114 1.119
H -2.223 0.950 -0.180
H -1.999 -0.059 -1.726
H 0.162 1.974 -1.723
H 1.979 -1.089 0.589
H 0.799 -1.964 1.563
H 1.038 -2.356 -0.215
*
```

Computed properties:
highest occupied orbital energy: -7.3 eV
LUMO: -2.57 eV
Kohn-Sham gap: 0.173 Eh
ΔE to the lowest compared entry with this formula, charge and spin: 173.5 kcal per mole
energy: -725.0484 Ha

=====

Molecular formula: C5H11NOS
Method: DFT, the ωB97M-V functional and the def2-TZVPD basis

```
! RIJCOSX wB97M-V def2-TZVPD def2/J DEFGRID3
* xyz 0 1
C 1.867 -0.292 -2.455
C 0.589 -0.241 -1.656
O -0.466 -0.461 -2.206
N 0.634 0.234 -0.347
C -0.568 0.181 0.467
C -1.059 1.559 0.802
C -0.405 -0.704 1.693
S -2.106 -1.209 2.333
H 2.702 0.034 -1.845
H 1.839 0.380 -3.324
H 2.181 -1.296 -2.874
H 1.372 0.786 0.071
H -1.352 -0.357 -0.181
H -1.668 2.077 0.061
H -0.276 2.215 1.227
H -1.709 1.418 1.700
H 0.208 -1.558 1.461
H 0.048 -0.267 2.578
H -1.831 -2.501 2.496
*
```

Computed properties:
highest occupied orbital energy: -9.2 eV
LUMO: 0.75 eV
Kohn-Sham gap: 0.364 Eh
ΔE to the lowest compared entry with this formula, charge and spin: 20.8 kcal per mole
SMILES: CC(=O)N[C@H](C)CS
energy: -725.2918 Ha

=====

Molecular formula: C5H11NOS
Method: DFT, the ωB97M-V functional and the def2-TZVPD basis

```
! RIJCOSX wB97M-V def2-TZVPD def2/J DEFGRID3
* xyz 0 1
C 0.483 -0.071 -0.182
C -0.279 2.285 0.108
C 2.424 -1.350 0.694
C -1.575 -1.087 1.354
C 0.011 1.148 -0.847
N 1.850 -0.158 0.022
O 2.542 0.800 -0.298
S -0.399 -1.579 0.021
H -0.354 3.271 -0.423
H 0.549 2.402 0.837
H -1.165 2.315 0.686
H 3.277 -1.795 0.018
H 2.936 -1.020 1.586
H 1.629 -2.020 0.865
H -0.901 -0.974 2.263
H -2.173 -2.028 1.385
H -2.027 -0.158 1.223
H 0.790 1.367 -1.534
H -0.943 0.955 -1.356
*
```

Computed properties:
highest occupied orbital energy (spin up / spin down): -8.0 / -8.0 eV
LUMO (spin up / spin down): 0.50 / 0.50 eV
Kohn-Sham gap (spin up / spin down): 0.312 / 0.312 Eh
ΔE to the lowest compared entry with this formula, charge and spin: 91.2 kcal per mole
energy: -725.1795 Ha

=====

Molecular formula: C5H11NOsP
Method: DFT, the ωB97M-V functional and the def2-TZVPD basis

```
! RIJCOSX wB97M-V def2-TZVPD def2/J DEFGRID3
* xyz 1 5
C -0.146 0.389 -0.973
C -0.822 1.573 -1.443
C -2.010 1.117 -2.081
C -2.261 -0.249 -1.783
C -1.049 -0.718 -1.142
Os 1.325 -1.074 0.938
P 3.201 -0.111 1.276
H 0.956 0.213 -0.701
H -0.490 2.568 -1.219
H -2.680 1.734 -2.710
H -0.793 -1.729 -0.844
H -3.228 -0.762 -1.884
H 2.952 0.759 2.384
H 3.871 0.734 0.311
H 4.280 -1.017 1.719
N -0.539 -0.896 1.867
H -1.394 -1.246 1.434
H -0.731 0.085 2.089
H -0.443 -1.372 2.762
*
```

Computed properties:
expectation value of S²: 6.030
highest occupied orbital energy (spin up / spin down): -11.8 / -11.9 eV
LUMO (spin up / spin down): -3.42 / -5.40 eV
Kohn-Sham gap (spin up / spin down): 0.308 / 0.237 Eh
ΔE to the lowest compared entry with this formula, charge and spin: 5.9 kcal per mole
energy: -683.4128 Ha

=====

Molecular formula: C5H11NS
Method: DFT, the ωB97M-V functional and the def2-TZVPD basis

```
! RIJCOSX wB97M-V def2-TZVPD def2/J DEFGRID3
* xyz 0 1
C 1.729 -0.579 0.312
C 0.558 0.173 0.933
C 0.305 1.597 0.418
N -0.759 1.145 -0.506
C -0.857 -0.120 0.307
C -1.008 -1.424 -0.575
S -0.950 -1.182 -2.394
H 1.484 -0.818 -0.698
H 2.590 0.072 0.365
H 1.959 -1.467 0.782
H 0.551 0.174 1.979
H -0.146 2.273 1.186
H 1.110 2.263 -0.042
H -1.538 1.792 -0.412
H -1.641 -0.117 1.118
H -0.249 -2.110 -0.290
H -2.000 -1.846 -0.189
H -1.139 0.177 -2.294
*
```

Computed properties:
highest occupied orbital energy: -8.6 eV
LUMO: 0.91 eV
Kohn-Sham gap: 0.350 Eh
ΔE to the lowest compared entry with this formula, charge and spin: 30.1 kcal per mole
SMILES: C[C@H]1CN[C@H]1CS
energy: -649.9911 Ha

=====

Molecular formula: C5H11NS
Method: DFT, the ωB97M-V functional and the def2-TZVPD basis

```
! RIJCOSX wB97M-V def2-TZVPD def2/J DEFGRID3
* xyz 0 1
C -1.819 0.970 -2.100
C -1.239 -0.329 -1.773
C 0.881 -0.362 1.119
C 1.847 0.189 2.231
C -0.168 -1.441 1.636
H -2.303 1.538 -1.195
H -0.849 1.645 -2.550
H -2.440 1.028 -2.934
H -1.586 -1.190 -2.423
H 1.847 -0.927 0.662
H 2.345 -0.275 2.943
H 2.721 0.683 1.654
H 1.540 1.071 3.060
H -0.530 -2.328 0.824
H 0.403 -2.122 2.392
H -1.038 -0.900 2.111
N -0.434 -0.601 -0.876
S 0.369 0.739 -0.319
*
```

Computed properties:
highest occupied orbital energy: -8.2 eV
LUMO: 0.91 eV
Kohn-Sham gap: 0.334 Eh
ΔE to the lowest compared entry with this formula, charge and spin: 93.6 kcal per mole
energy: -649.8899 Ha

=====

Molecular formula: C5H11NS4
Method: DFT, the ωB97M-V functional and the def2-TZVPD basis

```
! RIJCOSX wB97M-V def2-TZVPD def2/J DEFGRID3
* xyz 0 1
C 0.057 -0.060 -0.577
C 1.117 0.193 0.498
C 3.491 0.749 -0.456
C -4.201 0.886 1.245
C -3.991 -0.009 0.031
H -0.154 -2.418 -0.367
H 0.532 -0.217 -1.549
H -0.584 0.823 -0.664
H 0.643 0.334 1.472
H 4.269 1.291 -0.983
H -5.150 0.647 1.738
H -4.231 1.943 0.955
H -3.390 0.759 1.968
H -4.811 0.099 -0.686
H -3.965 -1.062 0.331
H -2.619 1.553 -1.137
N 3.601 -0.496 -0.238
S -1.055 -1.440 -0.186
S 2.101 1.676 0.115
S 2.324 -1.178 0.651
S -2.407 0.265 -0.821
*
```

Computed properties:
highest occupied orbital energy: -8.4 eV
LUMO: 0.54 eV
Kohn-Sham gap: 0.327 Eh
energy: -1844.5073 Ha